{
  "formula": "C30H38O3PSbZr",
  "method": "wB97M-V/def2-TZVPD",
  "e_homo_ev": [-19.35, -19.35],
  "charge": 4,
  "gap_ev": [3.166, 3.162],
  "elements": ["Sb", "Zr", "P", "O", "O", "O", "C", "C", "C", "C", "C", "C", "C", "C", "C", "C", "C", "C", "C", "C", "C", "C", "C", "C", "C", "C", "C", "C", "C", "C", "C", "C", "C", "C", "C", "C", "H", "H", "H", "H", "H", "H", "H", "H", "H", "H", "H", "H", "H", "H", "H", "H", "H", "H", "H", "H", "H", "H", "H", "H", "H", "H", "H", "H", "H", "H", "H", "H", "H", "H", "H", "H", "H", "H"],
  "coordinates": [[-0.03635, 0.06018, 2.25774], [0.08318, -1.11002, -0.61156], [0.04037, 0.20683, -2.93236], [0.06928, 2.42543, -0.33996], [2.60143, 1.21974, -0.45442], [-2.95538, 0.04337, -1.03260], [-1.77480, 2.43385, -3.26386], [-3.01478, -0.74107, 2.47581], [0.02827, -1.46548, -3.68899], [-1.42873, 1.01379, -3.79035], [3.68222, -2.28577, 2.54649], [0.14649, 1.22552, -0.31677], [4.54254, -1.50600, 3.32779], [-1.38653, -2.03371, -3.88668], [-2.67300, -3.30316, 3.46204], [-1.54828, -2.47258, 3.30002], [0.28330, 3.98250, 4.37587], [-0.37382, 1.77419, 3.65218], [-1.54418, 2.85107, 5.47729], [1.78310, -0.87634, 3.12164], [1.63946, 2.41462, -3.51734], [-0.71401, 3.97010, 5.36713], [1.48541, 0.93227, -3.88465], [0.86978, -2.41626, -2.81914], [3.99061, -0.43235, 4.04315], [-1.36556, 1.74828, 4.62661], [-3.96837, -2.85428, 3.16048], [2.76778, 0.13960, -3.66997], [0.46142, 2.88495, 3.52433], [-4.13639, -1.55180, 2.67688], [2.31319, -1.99246, 2.45725], [2.62371, -0.09830, 3.92476], [-1.87355, -0.40306, -0.90787], [1.59844, 0.55487, -0.49691], [-1.73833, -1.17823, 2.82698], [-1.27111, 0.99276, -5.33035], [-0.35121, -3.73666, -0.77096], [1.79003, 2.50914, -2.43131], [1.03809, -3.37572, -3.34388], [1.82326, -2.03324, -2.40527], [4.04662, -3.17114, 2.02498], [-0.96151, 0.02589, -5.75728], [-1.91601, 2.45509, -2.17823], [-0.52698, -2.80067, 3.52750], [5.60038, -1.76934, 3.40674], [0.51587, -1.38709, -4.67119], [-1.99616, 0.87048, 4.73476], [-0.20780, -3.15956, -0.18133], [2.53758, 2.79882, -4.02396], [-1.82020, -1.66352, -4.80490], [1.19212, 0.84212, -4.94743], [-1.39115, -3.12379, -3.91536], [-3.13257, 0.24242, 2.02142], [3.03129, 0.15510, -2.60674], [-0.99774, 3.13728, -3.56865], [-0.80909, 4.80262, 6.06180], [-2.52832, -4.30096, 3.87216], [-2.71527, 2.69952, -3.75463], [0.96523, 4.82180, 4.29026], [-0.57336, 1.77891, -5.64344], [-2.32508, 2.80891, 6.23962], [1.26949, 2.86869, 2.79580], [2.20754, 0.78744, 4.40763], [-5.12500, -1.13559, 2.48194], [0.24426, -2.69771, -1.95530], [0.77567, 3.01866, -3.82905], [3.57698, 0.62974, -4.22412], [2.69362, -0.89287, -4.02554], [-4.84674, -3.48191, 3.32889], [1.66635, -2.60683, 1.82218], [4.61790, 0.13982, 4.73418], [-2.26307, 0.33012, -3.50428], [-2.06841, -1.77119, -3.08726], [-2.24345, 1.23214, -5.78046]],
  "forces_ev_per_angstrom": [[0.645, -0.596, 4.136], [3.130, 2.698, 0.965], [-0.624, -0.287, -3.234], [-0.049, -5.491, 0.261], [-5.088, -3.474, -0.089], [5.796, -2.397, 0.646], [0.144, -0.744, -0.441], [-0.968, 0.295, -0.733], [0.184, -0.740, -0.357], [-1.061, -0.060, 0.810], [-0.452, -0.425, -0.040], [-3.395, 5.863, 0.269], [-0.745, 0.131, 0.262], [0.411, -0.313, 0.017], [0.886, 0.116, 0.415], [0.019, -1.067, -0.162], [0.047, -0.484, 0.180], [0.403, 0.660, -0.498], [0.310, -0.252, -0.095], [-0.084, 0.545, -1.094], [0.164, -0.054, -0.028], [0.267, -0.438, -0.481], [0.728, 0.615, 0.497], [-0.353, 0.161, -0.038], [-0.147, -0.159, 0.284], [-0.700, -0.497, -0.223], [0.045, 0.527, 0.069], [-0.009, 0.063, 0.145], [0.114, 0.212, -0.230], [0.264, 0.531, 0.195], [0.362, 0.409, -0.510], [-0.028, 0.209, -0.299], [-8.639, 3.340, -1.004], [8.087, 1.250, 0.225], [0.640, 0.007, -1.281], [0.284, 0.050, 0.146], [0.182, 1.445, 1.834], [0.041, 0.305, -0.401], [0.190, 0.309, 0.473], [0.126, -0.004, -0.406], [0.061, 0.253, 0.144], [-0.024, 0.407, 0.190], [-0.016, 0.139, -0.192], [-0.548, -0.184, 0.107], [-0.372, 0.214, -0.019], [-0.077, 0.055, 0.233], [-0.079, 0.197, 0.093], [-0.645, -2.271, -0.725], [-0.296, 0.003, 0.191], [-0.189, -0.044, -0.140], [-0.327, -0.180, 0.566], [0.159, -0.038, -0.238], [-0.198, -0.068, 0.225], [0.313, -0.134, -0.275], [-0.456, 0.065, 0.212], [-0.088, -0.115, -0.255], [-0.043, 0.180, -0.053], [0.115, 0.213, 0.198], [-0.101, -0.049, 0.012], [-0.171, -0.220, -0.060], [0.288, -0.046, -0.224], [-0.111, 0.312, 0.099], [0.345, -0.229, 0.086], [0.214, -0.243, -0.019], [-0.021, -0.693, -0.624], [0.571, -0.218, 0.141], [-0.106, -0.153, 0.112], [0.148, 0.218, 0.000], [0.378, 0.041, -0.134], [0.085, -0.192, 0.142], [-0.234, -0.110, -0.367], [0.450, 0.498, -0.283], [-0.270, 0.152, 0.421], [0.116, -0.018, 0.245]],
  "lowdin_charge": [1.65, 1.21, 1.07, 0.21, 0.24, 0.23, -0.06, -0.14, -0.52, -0.47, -0.04, -0.45, 0.00, -0.06, 0.00, -0.09, -0.02, -0.31, -0.01, -0.34, -0.05, 0.01, -0.46, -0.14, 0.00, -0.09, 0.03, -0.07, -0.14, -0.01, -0.18, -0.09, -0.14, -0.33, -0.37, -0.05, 0.22, 0.07, 0.16, 0.09, 0.13, 0.09, 0.07, 0.11, 0.14, 0.13, 0.10, 0.06, 0.12, 0.10, 0.13, 0.11, 0.11, 0.06, 0.07, 0.14, 0.14, 0.11, 0.13, 0.10, 0.14, 0.10, 0.10, 0.14, -0.07, 0.07, 0.12, 0.08, 0.15, 0.06, 0.14, 0.09, 0.06, 0.12]
}